No. 1
{
  "formula": "C5H7NO2S",
  "method": "ωB97M-V/def2-TZVPD",
  "symbols": ["C", "C", "H", "C", "C", "N", "O", "H", "H", "C", "H", "O", "S", "H", "H", "H"],
  "coordinates": [[-0.2689, 1.8146, -0.7863], [0.7335, -2.3369, 1.2258], [0.8088, -3.0955, 1.9908], [-0.5318, 0.9707, 0.4622], [0.6171, -1.2049, -2.0794], [0.6389, -1.8635, -1.1134], [0.5337, 2.9292, -0.5058], [0.7670, -3.7498, -0.3320], [1.3598, 2.6148, -0.1172], [0.7163, -2.7025, -0.0603], [0.1846, 1.1716, -1.5536], [0.6977, 0.3357, 0.7913], [0.6954, -0.7784, 1.9948], [-1.3076, 0.2270, 0.2580], [-1.2179, 2.2032, -1.1618], [-0.8524, 1.6121, 1.2897]],
  "mulliken_charge": [-0.29, -0.21, 0.27, -0.39, -0.16, -0.02, -0.53, 0.34, 0.31, -0.26, 0.16, -0.29, 0.01, 0.38, 0.33, 0.34],
  "homo_ev": -8.84,
  "multiplicity": 1,
  "gap_ev": 9.40,
  "largest_force_ev_per_a": 1.70,
  "lumo_ha": 0.021
}


No. 2
{
  "formula": "C5H10O2",
  "method": "ωB97M-V/def2-TZVPD",
  "symbols": ["H", "H", "H", "C", "H", "C", "C", "H", "H", "C", "H", "O", "H", "H", "O", "C", "H"],
  "coordinates": [[-0.9738, 1.3022, -1.0928], [2.3273, -0.2089, 0.9017], [-2.2468, -0.9890, 0.1585], [-2.3044, 1.6591, 0.6963], [-0.8469, -0.6297, 1.2502], [1.4376, -1.5968, -1.0572], [1.7970, 0.4142, 0.1689], [1.5106, -2.2978, -0.2113], [0.7140, -2.0009, -1.7749], [-1.6740, -0.2021, 0.6665], [-2.7767, 2.6314, 0.8333], [-2.5571, 0.5984, 1.5445], [2.5253, 0.9739, -0.4352], [1.1625, 1.1312, 0.7020], [0.9462, -0.3405, -0.6467], [-1.4545, 1.0689, -0.1486], [2.4134, -1.5135, -1.5553]],
  "mulliken_charge": [0.39, 0.33, 0.18, -0.41, 0.19, -0.71, -0.74, 0.30, 0.24, -0.06, 0.38, -0.41, 0.27, 0.27, -0.26, -0.23, 0.30],
  "homo_ev": -8.66,
  "multiplicity": 1,
  "gap_ev": 9.61,
  "largest_force_ev_per_a": 0.60,
  "lumo_ha": 0.035
}


No. 3
{
  "formula": "C18H30N3O11",
  "method": "ωB97M-V/def2-TZVPD",
  "symbols": ["H", "C", "H", "O", "C", "C", "C", "H", "N", "O", "O", "C", "H", "H", "C", "H", "H", "H", "H", "C", "N", "H", "H", "C", "O", "C", "C", "H", "H", "C", "H", "O", "H", "N", "O", "C", "C", "O", "H", "H", "H", "H", "O", "C", "H", "O", "H", "H", "C", "C", "H", "H", "H", "H", "H", "C", "H", "H", "O", "C", "H", "O"],
  "coordinates": [[-0.3057, 0.7733, 0.5831], [2.0503, 1.5068, 2.1695], [-1.6907, 0.4633, -5.7002], [-5.9345, -0.6545, 4.9584], [0.1004, 0.6112, -0.4120], [-2.7599, -0.6970, 3.1372], [-2.4416, -2.1431, 3.4603], [2.8399, -3.1261, 0.2621], [-0.3631, -4.2108, -0.7237], [0.1076, -1.6871, 0.2612], [-0.2957, 4.8805, 2.1231], [0.4645, 0.8234, -5.8034], [-0.4535, -3.9795, -1.7192], [1.1696, 2.6938, -4.8937], [1.4515, 3.6260, 1.1155], [-0.2180, -3.2454, -0.3262], [3.1425, 1.2104, -2.2627], [-0.8606, -1.9889, 2.3396], [-0.6795, 2.8867, 3.7721], [2.7720, 1.8123, -3.0950], [0.9483, -0.5600, -5.9573], [1.3130, 0.0518, 3.9832], [2.2685, 2.7336, -2.7826], [0.9245, 1.7221, 3.1300], [-4.9161, -3.1238, 5.7943], [-4.3225, -2.4402, 4.9926], [1.5134, 1.6715, -5.1035], [2.3775, 1.8722, -5.7512], [3.6021, -1.7514, 0.1126], [-0.8495, 0.7467, -5.0642], [0.3214, 1.2400, -6.8065], [0.6399, 0.7442, 4.0207], [0.2063, -1.1298, -6.3550], [3.1701, -2.3423, 0.8289], [-2.0985, 0.0253, 2.4245], [-4.0521, -0.2780, 3.6863], [0.3949, -0.8522, -0.6624], [0.8048, -1.2176, -1.7815], [3.7044, 2.0168, -3.6424], [-1.1344, 1.6972, -4.6040], [1.6673, -0.6534, -6.6706], [1.0287, 1.1511, -0.6014], [2.6467, 0.4545, 2.0142], [0.1840, 2.8495, 3.1232], [-1.2570, -4.5964, -0.4174], [1.4880, 4.4958, 0.1012], [0.3733, -4.8560, -0.4653], [3.8084, -2.7152, 1.5315], [2.2898, 2.6105, 1.2449], [-4.7018, -1.0502, 4.5600], [2.3896, -1.8654, 1.3044], [-0.8398, 0.0495, -4.2241], [-6.2407, -1.2342, 5.6743], [-2.7290, -3.8649, 4.5924], [3.1757, 2.4893, 0.6352], [-3.1133, -2.8841, 4.3405], [0.9825, 5.3034, 0.2742], [-4.3945, 0.6988, 3.3757], [1.8874, 1.0721, -3.8827], [0.3802, 3.8724, 2.1144], [-0.5859, 0.9370, -1.1933], [-1.3511, -2.6458, 2.8602]],
  "mulliken_charge": [-0.17, 0.72, 0.39, -0.51, 0.07, 0.82, 0.44, 0.34, -0.34, -0.75, -0.58, 0.65, 0.41, 0.39, 0.46, 0.23, 0.07, 0.18, 0.44, -0.79, -0.70, 0.30, 0.35, 0.33, -0.58, 0.57, -0.91, 0.38, 0.37, -1.41, 0.27, -0.54, 0.23, -0.31, -0.43, -0.97, 0.42, -0.72, 0.38, 0.34, 0.22, -0.25, -0.68, -0.50, 0.40, -0.52, 0.35, 0.40, -0.97, 0.38, 0.12, 0.28, 0.34, 0.43, 0.43, -0.64, 0.35, 0.47, -0.13, 0.74, 0.43, -0.53],
  "homo_ev": -10.74,
  "multiplicity": 1,
  "gap_ev": 6.95,
  "largest_force_ev_per_a": 2.67,
  "charge": 1,
  "lumo_ha": -0.139
}


No. 4
{
  "formula": "C6H10N2O",
  "method": "ωB97M-V/def2-TZVPD",
  "symbols": ["N", "H", "H", "C", "H", "H", "C", "H", "C", "C", "N", "O", "H", "H", "C", "H", "C", "H", "H"],
  "coordinates": [[2.6005, -1.1993, 0.4069], [0.5805, 0.6260, -1.4166], [-1.8832, -3.0005, 1.2894], [-1.5279, 1.5101, 0.9073], [2.2230, -0.2872, -1.8560], [-2.6018, 1.5423, 1.1076], [-1.7301, -2.0324, 0.8939], [-1.2054, 1.5464, -1.7755], [-1.2206, 0.3729, -0.0170], [-1.5177, -0.9300, 0.4649], [1.7701, 0.3151, -1.1798], [0.9790, 0.2902, 0.9380], [-1.2110, 2.4564, 0.4719], [3.4161, -1.3774, -0.1575], [1.8083, -0.1122, 0.0946], [2.6922, -1.3900, 1.3918], [-0.9856, 0.5643, -1.3699], [-1.0032, 1.3654, 1.8504], [-1.1832, -0.2602, -2.0444]],
  "mulliken_charge": [-0.47, 0.39, 0.45, -1.29, 0.22, 0.34, 0.30, 0.39, 0.64, -0.46, -0.61, -0.62, 0.36, 0.20, 0.64, 0.24, -1.41, 0.30, 0.39],
  "homo_ev": -8.67,
  "multiplicity": 1,
  "smiles": "C#CC(=C)C.NC(N)=O",
  "gap_ev": 9.05,
  "largest_force_ev_per_a": 3.44,
  "lumo_ha": 0.014
}


No. 5
{
  "formula": "C28H35BrClN3O9PY",
  "method": "ωB97M-V/def2-TZVPD",
  "symbols": ["H", "C", "C", "H", "C", "C", "H", "C", "H", "C", "H", "H", "H", "H", "C", "H", "O", "C", "C", "Y", "C", "H", "H", "C", "N", "C", "H", "C", "C", "C", "N", "H", "Cl", "C", "C", "C", "H", "C", "H", "H", "H", "H", "H", "H", "O", "C", "O", "C", "H", "C", "H", "C", "H", "H", "N", "O", "H", "H", "H", "H", "H", "H", "P", "H", "Br", "H", "C", "O", "C", "H", "O", "O", "C", "O", "O", "C", "C", "H", "H"],
  "coordinates": [[1.9522, -3.0643, 4.9319], [4.5747, -2.1244, 2.8940], [4.4906, -5.0719, -0.4270], [0.5141, 1.0160, -2.7572], [-1.9383, -0.3778, 2.8764], [2.7621, -0.6735, 3.8643], [0.8431, 3.8500, 0.1525], [3.0850, -4.5557, -0.1736], [3.2496, -4.0702, 4.2707], [-1.0168, -4.0173, -3.5059], [1.9811, 5.2202, 0.0941], [2.7362, -3.9693, -2.2188], [5.2685, -1.8182, 3.6774], [2.9847, -5.2826, 1.8618], [-4.8328, -2.1317, 2.9600], [-2.6588, -5.0162, -0.7245], [3.2887, -3.1608, 0.2353], [-2.2122, 2.9714, -2.7005], [1.7972, 4.1971, -0.2316], [0.2662, -0.1652, 0.6363], [-2.1813, -4.3493, -1.4240], [-0.6271, -4.4098, -4.4355], [4.8339, -3.1336, 2.5732], [-0.8580, -2.6750, -3.1913], [-2.5975, -2.4485, 0.0666], [3.1534, -2.0809, 3.4384], [-0.3345, -2.0118, -3.8675], [-0.8090, 1.1554, -1.0514], [4.2334, 3.7139, -0.0081], [-3.7599, -2.0601, 1.9227], [-1.8956, -1.5417, 0.7693], [2.8656, 0.0179, 3.0277], [-4.9449, -3.7632, 0.0804], [2.4042, -5.3377, 0.9401], [-2.5681, -1.3141, 1.8822], [-1.6645, -4.8524, -2.6087], [4.9114, 3.1425, 0.6220], [-1.9806, 1.8045, -0.6307], [3.4352, 1.5594, 1.1222], [2.1727, -5.6003, -1.8104], [1.2565, -4.1788, -1.2685], [1.7692, 4.1651, -1.3220], [-3.7958, -0.8869, 4.0144], [4.6898, -1.4515, 2.0435], [1.4181, 1.7719, 1.0195], [2.5756, 2.1704, 0.8299], [2.5587, -0.7709, 0.6162], [-1.0594, 2.3700, -3.1742], [1.4027, -4.9530, 1.1330], [-3.7367, -2.7708, 0.7345], [4.4810, 3.5333, -1.0556], [-0.3842, 1.4770, -2.3483], [5.0840, -5.0229, 0.4866], [3.6321, -2.7738, 5.4197], [2.8594, 3.3359, 0.2723], [2.1838, -2.5322, 2.4416], [4.4502, -6.1077, -0.7649], [-1.7684, -5.9076, -2.8231], [2.3224, -6.3841, 0.6434], [-3.5932, 3.1694, -1.0729], [4.3653, 4.7735, 0.2055], [1.7264, -0.6515, 4.2065], [2.2087, -2.2237, 0.8825], [4.9809, -4.4705, -1.1924], [-3.1551, 4.1898, -3.8127], [-1.1934, -1.1252, -1.7682], [-1.3654, -2.1659, -2.0085], [-4.6561, -1.3836, 4.0358], [-2.0526, -2.9976, -1.1397], [3.4070, -0.3370, 4.6773], [-2.4859, -0.1725, 3.9521], [0.7978, -2.4793, 0.4164], [2.2550, -4.5743, -1.4485], [-5.7943, -2.8418, 2.8186], [-0.8247, 0.1315, 2.4924], [2.9866, -3.0609, 4.5888], [-2.6884, 2.6960, -1.4309], [-2.3836, 1.6169, 0.3635], [-0.7004, 2.5903, -4.1713]],
  "mulliken_charge": [0.36, -1.51, -1.81, 0.45, 0.73, -1.38, 0.26, 1.65, 0.36, -0.56, 0.37, 0.34, 0.53, 0.23, 0.47, 0.52, -0.23, 0.01, -0.97, 0.91, -0.47, 0.41, 0.24, -0.79, -0.07, 1.79, 0.45, 0.59, -0.90, -0.16, 0.77, 0.02, -0.12, -1.38, -0.02, -0.87, 0.30, -0.77, 0.04, 0.51, -0.05, 0.34, 0.42, 0.26, -0.98, 0.55, -0.58, -0.66, 0.21, -0.07, 0.33, -0.01, 0.40, 0.41, 0.20, -0.08, 0.39, 0.39, 0.54, 0.45, 0.31, 0.33, 0.52, 0.38, -0.21, 0.31, 0.26, -0.57, 0.31, 0.51, -0.83, 0.05, -1.29, -0.60, -0.55, -1.71, -0.74, 0.31, 0.44],
  "homo_ev": -8.60,
  "multiplicity": 1,
  "gap_ev": 8.75,
  "largest_force_ev_per_a": 0.90,
  "lumo_ha": 0.005
}


No. 6
{
  "formula": "C23H29FN2O3",
  "method": "ωB97M-V/def2-TZVPD",
  "symbols": ["C", "C", "C", "C", "O", "H", "C", "C", "C", "H", "C", "N", "C", "C", "H", "H", "C", "H", "C", "H", "C", "C", "C", "H", "C", "H", "H", "H", "H", "H", "H", "H", "C", "H", "H", "C", "C", "O", "C", "H", "H", "H", "H", "H", "F", "H", "O", "H", "H", "H", "H", "C", "H", "H", "N", "C", "H", "C"],
  "coordinates": [[-0.6463, -2.6012, -1.1131], [3.3038, -0.8737, -1.2981], [1.9216, -1.4708, -1.2470], [-0.1858, -1.9750, -2.2678], [-1.9204, -3.0778, -1.2073], [4.0185, -1.6537, -1.5778], [-0.2531, 3.1939, -0.1113], [-3.4956, 1.5005, -1.0322], [-2.5552, 0.8989, -0.2094], [-2.2276, -4.4244, 0.3471], [-4.8442, 1.4707, -0.7187], [-0.4241, 1.8549, 0.4138], [3.7941, -0.3319, 0.0398], [2.2010, 2.8000, -0.4689], [-3.6508, -3.6587, -0.4054], [3.7395, 2.3411, 1.7891], [-4.3616, 0.2229, 1.2693], [1.0276, 4.3589, -1.4042], [1.4828, -2.1162, -0.0973], [3.0231, 2.8284, -1.1877], [1.0752, -1.4170, -2.3434], [0.5946, -3.3468, 2.2606], [-3.0219, 0.2693, 0.9379], [0.0235, -3.8826, 3.0174], [0.7956, 1.3683, 1.0144], [4.6360, 0.8214, 1.9966], [-5.5583, 1.9447, -1.3750], [1.5436, -3.8648, 2.0901], [2.9985, 0.9745, 2.6559], [3.3535, -0.0908, -2.0582], [-4.6716, -0.2854, 2.1690], [0.6919, 2.7337, -2.0038], [0.9111, 3.3160, -1.1057], [-2.6266, -2.7295, 0.7160], [2.1610, -2.1759, 0.7388], [-2.6292, -3.4950, -0.0615], [0.2208, -2.6905, -0.0057], [-0.2160, -3.3501, 1.1121], [-1.0781, 0.9283, -0.5015], [-6.3287, 0.8080, 0.6757], [-0.8614, -1.9328, -3.1073], [-0.6738, -0.0732, -0.3435], [1.6495, 0.7683, -0.8452], [-1.1906, 3.5020, -0.5783], [-2.1357, -0.3420, 1.7568], [0.6218, 0.3618, 1.3997], [4.7461, -0.8449, 0.6014], [1.0255, 2.0272, 1.8566], [-0.9206, 1.1901, -1.5555], [-0.0671, 3.8569, 0.7402], [0.7905, -2.3288, 2.6118], [1.9693, 1.3615, 0.0128], [1.3948, -0.9359, -3.2560], [2.4642, 3.4426, 0.3736], [3.1554, 0.7423, 0.5672], [-5.2780, 0.8339, 0.4306], [-3.1643, 1.9920, -1.9355], [3.6524, 1.2567, 1.8283]],
  "mulliken_charge": [0.21, -0.74, -0.49, -0.60, -0.50, 0.33, -1.11, -0.31, -0.08, 0.26, -0.84, 0.35, 0.85, -1.10, 0.28, 0.31, -0.63, 0.49, -0.16, 0.30, -0.57, -0.94, 0.18, 0.28, -1.82, 0.44, 0.41, 0.36, 0.31, 0.33, 0.47, 0.30, -0.57, 0.17, 0.65, -0.64, 1.18, -0.50, 1.37, 0.39, 0.41, -1.65, -0.37, 0.41, -0.31, 0.35, -0.71, 0.51, 0.85, 0.46, 0.31, 1.17, 0.43, 0.41, 0.24, -0.39, 0.42, -1.13],
  "homo_ev": -8.04,
  "multiplicity": 1,
  "smiles": "COc1ccc(CC(=O)N(C)[C@@H]2CCCN(Cc3ccccc3F)C2)cc1OC",
  "gap_ev": 8.78,
  "largest_force_ev_per_a": 0.54,
  "lumo_ha": 0.027
}